{
  "formula": "C36H90N6O12",
  "method": "ωB97M-V/def2-TZVPD",
  "elements": ["C", "O", "C", "C", "N", "C", "C", "O", "C", "H", "H", "H", "H", "H", "H", "H", "H", "H", "H", "H", "H", "H", "H", "H", "C", "O", "C", "C", "N", "C", "C", "O", "C", "H", "H", "H", "H", "H", "H", "H", "H", "H", "H", "H", "H", "H", "H", "H", "C", "O", "C", "C", "N", "C", "C", "O", "C", "H", "H", "H", "H", "H", "H", "H", "H", "H", "H", "H", "H", "H", "H", "H", "C", "O", "C", "C", "N", "C", "C", "O", "C", "H", "H", "H", "H", "H", "H", "H", "H", "H", "H", "H", "H", "H", "H", "H", "C", "O", "C", "C", "N", "C", "C", "O", "C", "H", "H", "H", "H", "H", "H", "H", "H", "H", "H", "H", "H", "H", "H", "H", "C", "O", "C", "C", "N", "C", "C", "O", "C", "H", "H", "H", "H", "H", "H", "H", "H", "H", "H", "H", "H", "H", "H", "H"],
  "xyz": [[-1.719, 3.873, 2.248], [-2.260, 5.002, 2.926], [-3.532, 4.774, 3.504], [-4.129, 6.104, 3.889], [-4.360, 6.968, 2.769], [-4.319, 8.373, 3.074], [-4.196, 9.221, 1.827], [-2.912, 9.073, 1.282], [-2.762, 9.795, 0.092], [-0.928, 4.294, 1.637], [-2.505, 3.440, 1.625], [-1.254, 3.169, 2.943], [-3.471, 4.168, 4.416], [-4.146, 4.303, 2.723], [-3.539, 6.515, 4.724], [-5.072, 5.845, 4.402], [-3.789, 6.671, 1.991], [-3.418, 8.622, 3.663], [-5.192, 8.692, 3.646], [-4.360, 10.259, 2.160], [-4.994, 8.962, 1.118], [-1.815, 9.562, -0.383], [-2.933, 10.868, 0.245], [-3.535, 9.497, -0.640], [3.210, 5.447, -1.745], [4.079, 4.980, -2.777], [4.426, 5.986, -3.714], [4.521, 5.384, -5.106], [5.882, 4.814, -5.403], [6.152, 4.791, -6.848], [5.341, 3.797, -7.655], [4.098, 4.364, -8.035], [3.149, 3.448, -8.499], [3.916, 5.996, -1.103], [2.750, 4.609, -1.243], [2.504, 6.217, -2.070], [5.395, 6.406, -3.422], [3.655, 6.763, -3.766], [4.146, 6.040, -5.889], [3.868, 4.504, -5.099], [5.743, 3.841, -5.152], [7.197, 4.484, -6.978], [6.103, 5.814, -7.221], [5.153, 2.911, -7.031], [5.895, 3.473, -8.546], [2.154, 3.723, -8.151], [3.304, 2.416, -8.145], [3.171, 3.357, -9.592], [-3.582, -6.759, -6.607], [-3.193, -6.919, -5.281], [-3.016, -5.731, -4.551], [-4.328, -5.107, -4.099], [-4.116, -4.109, -3.053], [-3.111, -3.105, -3.359], [-3.117, -2.065, -2.259], [-2.296, -0.943, -2.516], [-0.921, -1.262, -2.676], [-4.003, -7.704, -6.955], [-2.819, -6.479, -7.350], [-4.370, -6.006, -6.764], [-2.454, -4.989, -5.136], [-2.368, -5.971, -3.705], [-5.002, -5.901, -3.781], [-4.784, -4.587, -4.959], [-4.996, -3.673, -2.812], [-3.225, -2.637, -4.348], [-2.141, -3.607, -3.315], [-2.953, -2.416, -1.234], [-4.132, -1.643, -2.208], [-0.797, -1.827, -3.601], [-0.532, -1.692, -1.750], [-0.394, -0.316, -2.811], [-2.315, -12.591, -1.924], [-1.578, -11.578, -1.301], [-2.187, -10.314, -1.415], [-1.407, -9.316, -0.593], [-1.381, -9.799, 0.802], [-0.355, -9.261, 1.660], [-0.421, -7.753, 1.761], [0.505, -7.285, 2.699], [0.315, -5.911, 2.964], [-3.296, -12.724, -1.457], [-1.754, -13.524, -1.866], [-2.421, -12.390, -3.000], [-3.231, -10.311, -1.077], [-2.136, -10.019, -2.473], [-1.852, -8.327, -0.673], [-0.351, -9.313, -0.905], [-1.337, -10.807, 0.778], [0.679, -9.622, 1.530], [-0.600, -9.616, 2.672], [-1.467, -7.502, 1.984], [-0.144, -7.308, 0.788], [0.986, -5.670, 3.789], [-0.689, -5.741, 3.365], [0.524, -5.342, 2.056], [3.790, 4.655, 3.921], [3.750, 3.283, 3.616], [4.869, 2.539, 4.022], [4.548, 1.052, 3.895], [3.839, 0.409, 4.982], [2.412, 0.723, 5.052], [1.834, 0.639, 6.455], [2.240, 1.751, 7.232], [1.251, 2.741, 7.463], [3.885, 4.817, 5.006], [2.851, 5.068, 3.568], [4.685, 5.124, 3.496], [5.092, 2.768, 5.075], [5.805, 2.705, 3.467], [5.534, 0.566, 3.859], [4.091, 0.784, 2.941], [4.246, 0.576, 5.892], [1.847, 0.010, 4.433], [2.159, 1.713, 4.651], [2.145, -0.265, 6.981], [0.753, 0.669, 6.276], [1.494, 3.235, 8.396], [0.239, 2.333, 7.380], [1.281, 3.462, 6.630], [1.493, 3.564, 1.090], [0.688, 2.429, 0.934], [1.284, 1.272, 1.533], [0.388, 0.113, 1.239], [0.920, -1.098, 1.855], [0.278, -2.308, 1.329], [-0.969, -2.633, 2.114], [-1.780, -3.446, 1.307], [-2.844, -4.070, 1.979], [2.560, 3.348, 0.996], [1.237, 4.102, 2.010], [1.230, 4.268, 0.295], [1.431, 1.468, 2.598], [2.267, 1.180, 1.052], [0.338, 0.010, 0.146], [-0.611, 0.240, 1.655], [1.917, -1.235, 1.889], [1.006, -3.124, 1.361], [0.039, -2.208, 0.263], [-1.511, -1.691, 2.320], [-0.729, -2.941, 3.142], [-3.431, -3.327, 2.534], [-2.477, -4.825, 2.683], [-3.477, -4.588, 1.262]],
  "smiles": "COCCNCCOC.COCCNCCOC.COCCNCCOC.COCCNCCOC.COCCNCCOC.COCCNCCOC",
  "homo_energy_ev": -8.437,
  "total_charge": 0,
  "orbital_gap_ev": 9.04,
  "e_tot_ev": -72292.0309,
  "multiplicity": 1
}